No. 1
{
  "formula": "C30H36GeN5O10SW",
  "method": "ωB97M-V with the def2-TZVPD basis set",
  "s2": 2.0176,
  "charge": -1,
  "multiplicity": 3,
  "de_lowest_kcal_mol": 40.2,
  "orbital_gap_ha": [0.1876, 0.2324],
  "symbols": ["W", "N", "C", "C", "O", "O", "H", "H", "H", "H", "O", "C", "O", "C", "C", "C", "N", "C", "C", "C", "O", "O", "H", "H", "H", "C", "C", "N", "C", "C", "C", "O", "C", "C", "C", "C", "N", "C", "H", "H", "H", "H", "H", "H", "H", "H", "H", "H", "H", "H", "H", "H", "C", "Ge", "C", "C", "C", "H", "H", "H", "H", "H", "H", "H", "H", "H", "H", "H", "O", "C", "N", "S", "O", "O", "C", "C", "C", "C", "C", "C", "H", "H", "H", "H"],
  "positions_angstrom": [[-0.38, 0.30, 0.49], [-2.52, -0.15, 2.11], [-1.92, -0.26, 3.45], [-0.47, -0.80, 3.38], [0.04, -1.36, 4.31], [0.09, -0.59, 2.21], [-3.23, 0.58, 2.10], [-2.97, -1.03, 1.84], [-2.51, -0.88, 4.14], [-1.84, 0.75, 3.87], [-5.55, 5.44, -0.98], [-4.84, 4.86, -1.81], [-4.74, 4.95, -3.03], [-3.87, 3.79, -1.16], [-3.45, 3.91, 0.18], [-2.65, 2.95, 0.73], [-2.24, 1.84, 0.07], [-2.64, 1.73, -1.25], [-3.44, 2.69, -1.87], [-2.10, 0.55, -1.93], [-2.37, 0.15, -3.05], [-1.21, -0.08, -1.11], [-3.79, 4.76, 0.76], [-2.32, 3.03, 1.76], [-3.72, 2.57, -2.90], [1.39, -2.35, -3.52], [1.56, -3.61, -2.68], [0.56, -4.62, -2.97], [0.68, -5.35, -4.23], [-0.44, -4.99, -5.20], [-0.39, -5.05, -2.11], [-1.06, -6.04, -2.35], [-0.59, -4.32, -0.82], [-0.68, -5.14, 0.33], [-1.03, -4.52, 1.52], [-1.22, -3.16, 1.55], [-1.09, -2.33, 0.47], [-0.83, -2.97, -0.70], [2.19, -1.65, -3.29], [0.44, -1.86, -3.30], [1.43, -2.58, -4.58], [1.51, -3.38, -1.62], [2.55, -4.05, -2.88], [0.62, -6.42, -4.00], [1.66, -5.13, -4.67], [-1.39, -5.27, -4.76], [-0.31, -5.53, -6.13], [-0.45, -3.92, -5.40], [-0.50, -6.20, 0.24], [-1.17, -5.11, 2.41], [-1.48, -2.70, 2.49], [-0.86, -2.33, -1.58], [4.60, 0.01, -0.35], [2.93, -0.01, 0.80], [3.06, 1.75, 1.70], [3.12, -1.39, 2.22], [1.44, -0.48, -0.39], [5.49, 0.23, 0.23], [4.50, 0.80, -1.10], [4.76, -0.93, -0.87], [4.08, 1.88, 2.05], [2.40, 1.80, 2.57], [2.83, 2.58, 1.03], [4.04, -1.23, 2.77], [3.12, -2.40, 1.82], [2.29, -1.30, 2.92], [1.46, -1.57, -0.49], [1.60, -0.04, -1.38], [0.40, 2.19, -0.40], [0.37, 2.79, 0.78], [0.02, 1.88, 1.77], [-0.01, 2.67, 3.23], [-1.39, 2.72, 3.69], [0.87, 2.03, 4.17], [0.56, 4.22, 2.62], [0.89, 5.37, 3.28], [1.36, 6.46, 2.55], [1.46, 6.36, 1.16], [1.14, 5.21, 0.48], [0.69, 4.08, 1.20], [0.79, 5.43, 4.35], [1.63, 7.37, 3.05], [1.81, 7.22, 0.60], [1.21, 5.16, -0.60]],
  "lowdin_charge": [1.675, -0.001, -0.155, -0.638, 0.079, -0.280, 0.083, 0.078, 0.121, 0.086, -0.035, -0.720, -0.026, -0.071, 0.021, -0.118, 0.007, -0.156, 0.071, -0.461, 0.105, -0.289, 0.116, 0.083, 0.130, -0.059, -0.208, -0.060, -0.203, -0.069, -0.423, 0.058, -0.107, 0.025, -0.037, -0.095, 0.048, -0.073, 0.071, 0.070, 0.067, 0.096, 0.123, 0.119, 0.117, 0.071, 0.071, 0.068, 0.120, 0.109, 0.094, 0.107, -0.230, 0.800, -0.196, -0.203, -0.407, -0.003, 0.003, -0.004, 0.026, -0.013, 0.013, 0.008, 0.011, -0.010, -0.021, 0.007, -0.079, -0.475, -0.200, 0.689, -0.309, -0.259, -0.183, -0.029, -0.043, -0.058, 0.027, -0.136, 0.124, 0.106, 0.109, 0.129]
}

=====

No. 2
{
  "formula": "C5H8F2",
  "method": "ωB97M-V with the def2-TZVPD basis set",
  "de_lowest_kcal_mol": 85.0,
  "orbital_gap_ha": 0.3780,
  "symbols": ["C", "C", "C", "C", "C", "F", "F", "H", "H", "H", "H", "H", "H", "H", "H"],
  "positions_angstrom": [[2.73, -0.73, -0.29], [2.18, 0.33, 0.28], [-0.42, -0.40, 1.18], [-0.32, 0.65, -1.10], [0.09, 0.66, 0.28], [4.07, -1.01, -0.44], [2.89, 1.45, 0.61], [2.13, -1.59, -0.66], [-1.52, -0.43, 1.42], [-0.37, -1.51, 0.83], [-0.01, -0.23, 2.29], [0.53, 0.59, -1.90], [-0.93, -0.19, -1.42], [-0.93, 1.57, -1.48], [0.13, 1.59, 0.80]],
  "lowdin_charge": [-0.144, -0.104, -0.156, -0.137, -0.268, -0.014, 0.005, 0.123, 0.078, 0.107, 0.124, 0.115, 0.064, 0.107, 0.098]
}

=====

No. 3
{
  "formula": "C40H94BO19",
  "method": "ωB97M-V with the def2-TZVPD basis set",
  "charge": -1,
  "orbital_gap_ha": 0.3499,
  "symbols": ["O", "C", "O", "B", "O", "C", "O", "O", "C", "O", "C", "O", "O", "C", "C", "O", "C", "C", "H", "H", "H", "H", "H", "H", "H", "H", "H", "H", "C", "C", "O", "C", "C", "H", "H", "H", "H", "H", "H", "H", "H", "H", "H", "C", "C", "O", "C", "C", "H", "H", "H", "H", "H", "H", "H", "H", "H", "H", "C", "C", "O", "C", "C", "H", "H", "H", "H", "H", "H", "H", "H", "H", "H", "C", "C", "O", "C", "C", "H", "H", "H", "H", "H", "H", "H", "H", "H", "H", "C", "C", "O", "C", "C", "H", "H", "H", "H", "H", "H", "H", "H", "H", "H", "C", "C", "C", "O", "H", "H", "H", "H", "H", "H", "H", "H", "C", "C", "C", "O", "H", "H", "H", "H", "H", "H", "H", "H", "C", "C", "O", "H", "H", "H", "H", "H", "H", "C", "C", "O", "H", "H", "H", "H", "H", "H", "C", "C", "O", "H", "H", "H", "H", "H", "H"],
  "positions_angstrom": [[-3.08, -1.22, -0.65], [-1.91, -1.18, -0.29], [-1.31, -0.33, 0.54], [0.14, -0.66, 0.73], [0.28, -1.91, -0.05], [-0.83, -2.26, -0.68], [-0.99, -3.29, -1.38], [0.61, -0.83, 2.11], [1.57, 0.04, 2.30], [2.14, 0.11, 3.40], [1.84, 0.80, 0.97], [0.99, 0.35, 0.15], [2.80, 1.58, 0.80], [-0.99, -6.33, 4.07], [-0.45, -5.02, 4.56], [-0.44, -5.00, 5.94], [-0.07, -3.69, 6.48], [-0.38, -3.70, 8.04], [-1.26, -6.39, 3.01], [-0.24, -7.10, 4.28], [-1.92, -6.53, 4.59], [0.55, -4.87, 4.17], [-1.08, -4.25, 4.12], [0.95, -3.46, 6.18], [-0.72, -2.89, 6.12], [-1.30, -4.22, 8.32], [-0.49, -2.72, 8.50], [0.46, -4.21, 8.51], [-2.71, 9.09, -1.96], [-2.46, 7.78, -1.28], [-2.29, 6.84, -2.33], [-1.69, 5.64, -1.80], [-1.59, 4.64, -2.97], [-1.92, 9.41, -2.65], [-3.61, 9.06, -2.58], [-2.76, 9.93, -1.27], [-1.63, 7.93, -0.59], [-3.23, 7.42, -0.59], [-0.68, 5.84, -1.46], [-2.28, 5.21, -0.98], [-1.35, 3.63, -2.62], [-0.81, 4.97, -3.66], [-2.47, 4.64, -3.60], [8.74, 3.22, 4.18], [9.00, 1.97, 3.48], [10.34, 1.55, 3.68], [10.65, 1.05, 5.00], [12.14, 0.76, 4.98], [9.40, 4.01, 3.81], [7.73, 3.49, 3.90], [8.78, 3.11, 5.27], [8.27, 1.18, 3.66], [8.98, 2.16, 2.40], [10.45, 1.79, 5.77], [10.09, 0.17, 5.31], [12.51, 0.34, 5.92], [12.66, 1.71, 4.85], [12.44, 0.21, 4.09], [3.12, 0.97, 10.45], [4.25, 0.01, 10.50], [4.75, 0.17, 11.81], [5.91, -0.65, 12.10], [6.31, -0.30, 13.47], [3.57, 1.97, 10.46], [2.68, 0.82, 9.47], [2.45, 0.88, 11.31], [3.85, -0.98, 10.30], [4.97, 0.23, 9.72], [5.54, -1.67, 12.10], [6.66, -0.55, 11.32], [5.54, -0.35, 14.24], [6.78, 0.68, 13.51], [7.06, -1.01, 13.82], [-4.75, -1.60, -6.89], [-4.09, -0.42, -7.57], [-5.14, -0.02, -8.51], [-4.80, 1.20, -9.15], [-5.91, 1.65, -10.10], [-5.63, -1.23, -6.36], [-5.00, -2.35, -7.64], [-4.05, -1.99, -6.16], [-3.73, 0.33, -6.87], [-3.25, -0.79, -8.16], [-4.65, 2.03, -8.45], [-3.91, 0.98, -9.74], [-5.63, 2.53, -10.67], [-6.77, 1.89, -9.48], [-6.25, 0.90, -10.82], [8.72, 6.83, -3.19], [8.51, 5.30, -3.13], [7.28, 5.01, -3.71], [6.86, 3.70, -3.44], [5.35, 3.77, -3.67], [8.82, 7.21, -4.20], [7.85, 7.33, -2.76], [9.62, 7.14, -2.66], [9.29, 4.73, -3.64], [8.60, 5.03, -2.08], [7.41, 3.00, -4.07], [6.90, 3.33, -2.42], [4.92, 4.52, -3.01], [4.86, 2.82, -3.48], [5.15, 3.98, -4.73], [-7.38, -5.69, -2.17], [-8.65, -4.82, -2.28], [-9.55, -5.13, -3.43], [-9.48, -5.02, -1.15], [-7.59, -6.76, -2.29], [-6.85, -5.55, -1.23], [-6.70, -5.39, -2.97], [-8.31, -3.79, -2.25], [-9.89, -6.17, -3.38], [-9.03, -4.90, -4.36], [-10.42, -4.48, -3.41], [-9.80, -5.92, -1.19], [-6.73, 2.83, -3.07], [-7.71, 3.55, -2.18], [-7.12, 4.79, -1.51], [-8.87, 3.87, -3.00], [-6.40, 3.55, -3.82], [-7.20, 2.04, -3.66], [-5.82, 2.49, -2.57], [-8.01, 2.88, -1.38], [-7.79, 5.41, -0.91], [-6.52, 5.34, -2.24], [-6.39, 4.40, -0.80], [-8.46, 4.32, -3.75], [-5.99, -2.73, 3.14], [-6.59, -1.34, 2.94], [-7.20, -1.45, 1.68], [-5.31, -3.13, 2.40], [-6.77, -3.49, 3.24], [-5.34, -2.77, 4.01], [-5.85, -0.54, 2.98], [-7.33, -1.04, 3.69], [-6.56, -1.50, 0.97], [0.31, -8.64, -4.88], [-0.04, -7.58, -5.88], [-1.32, -7.08, -5.58], [0.23, -8.22, -3.87], [1.31, -8.95, -5.17], [-0.44, -9.43, -4.93], [-0.15, -7.99, -6.88], [0.67, -6.75, -5.87], [-1.29, -6.51, -4.82], [1.67, -1.63, -5.42], [2.94, -2.30, -4.88], [3.54, -3.12, -5.88], [1.88, -1.04, -6.31], [1.24, -0.98, -4.65], [0.90, -2.35, -5.69], [2.68, -2.77, -3.93], [3.69, -1.54, -4.64], [4.19, -3.66, -5.42]],
  "lowdin_charge": [0.102, -0.362, 0.211, -0.866, 0.212, -0.332, 0.069, 0.238, -0.356, 0.097, -0.377, 0.272, 0.090, -0.081, -0.346, -0.161, -0.210, -0.066, 0.077, 0.073, 0.076, 0.120, 0.117, 0.115, 0.105, 0.066, 0.060, 0.058, -0.087, -0.309, -0.159, -0.258, -0.070, 0.076, 0.073, 0.071, 0.112, 0.115, 0.115, 0.114, 0.073, 0.068, 0.067, -0.099, -0.302, -0.163, -0.276, -0.087, 0.088, 0.085, 0.073, 0.124, 0.121, 0.101, 0.115, 0.073, 0.071, 0.076, -0.089, -0.316, -0.170, -0.282, -0.096, 0.078, 0.082, 0.084, 0.117, 0.120, 0.116, 0.121, 0.083, 0.078, 0.074, -0.085, -0.264, -0.175, -0.295, -0.083, 0.077, 0.079, 0.077, 0.119, 0.113, 0.115, 0.112, 0.070, 0.070, 0.071, -0.070, -0.300, -0.158, -0.289, -0.075, 0.067, 0.074, 0.067, 0.114, 0.112, 0.118, 0.116, 0.081, 0.073, 0.071, -0.051, -0.501, -0.076, -0.064, 0.072, 0.078, 0.076, 0.140, 0.083, 0.081, 0.083, 0.078, -0.070, -0.484, -0.059, -0.062, 0.073, 0.084, 0.086, 0.134, 0.078, 0.074, 0.075, 0.071, -0.097, -0.308, -0.094, 0.070, 0.072, 0.061, 0.104, 0.107, 0.083, -0.097, -0.345, -0.089, 0.076, 0.073, 0.076, 0.112, 0.110, 0.084, -0.083, -0.317, -0.087, 0.067, 0.071, 0.068, 0.108, 0.101, 0.074]
}

=====

No. 4
{
  "formula": "C59H49Cl3GeNO2SSb2Tc",
  "method": "ωB97M-V with the def2-TZVPD basis set",
  "de_lowest_kcal_mol": 0.0,
  "orbital_gap_ha": 0.1408,
  "symbols": ["Tc", "C", "C", "C", "Sb", "C", "C", "C", "C", "C", "C", "C", "C", "C", "C", "C", "C", "Sb", "C", "C", "C", "C", "C", "C", "C", "C", "C", "C", "C", "C", "H", "H", "H", "H", "H", "H", "H", "H", "H", "H", "H", "H", "H", "H", "H", "H", "H", "H", "H", "H", "H", "H", "H", "H", "H", "H", "Cl", "Cl", "C", "Cl", "C", "O", "O", "H", "C", "C", "C", "C", "C", "C", "C", "C", "C", "C", "H", "H", "H", "H", "H", "H", "H", "S", "C", "N", "C", "Ge", "C", "C", "C", "C", "C", "C", "C", "C", "C", "C", "C", "C", "C", "C", "C", "C", "C", "C", "H", "H", "H", "H", "H", "H", "H", "H", "H", "H", "H", "H", "H", "H", "H"],
  "positions_angstrom": [[0.39, -1.04, 0.52], [2.91, 2.71, -1.49], [3.09, 2.61, 0.04], [2.41, 3.67, 0.88], [0.26, 3.42, 1.57], [-1.06, 2.36, 3.05], [-2.39, 2.67, 2.81], [-3.40, 2.14, 3.61], [-3.08, 1.26, 4.64], [-1.75, 0.93, 4.87], [-0.75, 1.48, 4.07], [0.37, 5.18, 2.84], [1.37, 6.14, 2.70], [1.43, 7.23, 3.55], [0.49, 7.40, 4.55], [-0.53, 6.46, 4.69], [-0.58, 5.37, 3.84], [1.29, 1.87, -2.77], [1.34, 3.72, -3.92], [1.42, 3.73, -5.30], [1.39, 4.93, -6.01], [1.23, 6.13, -5.33], [1.16, 6.13, -3.95], [1.22, 4.94, -3.25], [-0.84, 2.33, -2.41], [-1.40, 3.54, -2.04], [-2.77, 3.75, -2.14], [-3.59, 2.76, -2.65], [-3.05, 1.55, -3.03], [-1.68, 1.33, -2.90], [3.73, 2.15, -1.94], [3.00, 3.75, -1.80], [4.18, 2.71, 0.21], [2.83, 1.62, 0.39], [2.34, 4.60, 0.30], [2.97, 3.87, 1.79], [-2.65, 3.33, 1.99], [-4.43, 2.39, 3.42], [-3.86, 0.82, 5.24], [-1.48, 0.25, 5.66], [0.27, 1.20, 4.28], [2.11, 6.04, 1.92], [2.22, 7.97, 3.42], [0.55, 8.25, 5.22], [-1.28, 6.59, 5.46], [-1.38, 4.65, 3.97], [1.52, 2.79, -5.84], [1.48, 4.93, -7.08], [1.18, 7.06, -5.88], [1.04, 7.07, -3.41], [1.19, 4.96, -2.17], [-0.79, 4.36, -1.70], [-3.18, 4.71, -1.85], [-4.66, 2.94, -2.75], [-3.68, 0.77, -3.44], [-1.26, 0.37, -3.18], [2.37, -0.75, -0.48], [2.22, 2.71, 3.96], [2.79, 1.10, 3.51], [4.43, 1.21, 2.85], [1.93, 0.32, 2.49], [2.16, -0.89, 2.47], [1.09, 0.90, 1.74], [2.85, 0.50, 4.42], [3.10, -5.13, 3.33], [3.09, -4.59, 2.03], [2.09, -3.76, 1.63], [1.04, -3.39, 2.51], [0.05, -2.43, 2.16], [-0.96, -2.17, 3.06], [-1.00, -2.79, 4.33], [-0.01, -3.64, 4.71], [1.03, -3.96, 3.81], [2.08, -4.83, 4.19], [3.91, -5.77, 3.64], [3.89, -4.85, 1.34], [2.08, -3.36, 0.62], [-1.75, -1.46, 2.85], [-1.81, -2.54, 4.99], [0.00, -4.08, 5.70], [2.07, -5.24, 5.19], [-4.06, 0.03, 1.07], [-2.51, -0.12, 0.91], [-1.34, -0.32, 0.82], [-0.19, -2.28, -0.65], [-0.53, -3.69, -1.96], [-2.47, -4.02, -2.01], [-2.98, -5.04, -2.80], [-4.34, -5.30, -2.84], [-5.21, -4.52, -2.08], [-4.71, -3.50, -1.28], [-3.35, -3.25, -1.25], [0.37, -5.21, -1.10], [1.59, -5.75, -1.50], [2.19, -6.75, -0.75], [1.58, -7.22, 0.41], [0.37, -6.68, 0.81], [-0.23, -5.68, 0.07], [0.09, -2.92, -3.67], [-0.70, -1.92, -4.23], [-0.32, -1.28, -5.39], [0.85, -1.64, -6.03], [1.65, -2.64, -5.49], [1.27, -3.27, -4.31], [-2.30, -5.64, -3.39], [-4.73, -6.10, -3.45], [-6.27, -4.72, -2.11], [-5.39, -2.90, -0.69], [-2.95, -2.46, -0.62], [2.07, -5.40, -2.40], [3.14, -7.16, -1.06], [2.06, -7.99, 1.00], [-0.10, -7.03, 1.72], [-1.17, -5.25, 0.39], [-1.64, -1.65, -3.75], [-0.95, -0.51, -5.82], [1.15, -1.15, -6.95], [2.56, -2.94, -5.98], [1.90, -4.04, -3.89]],
  "lowdin_charge": [1.220, -0.371, -0.406, -0.386, 1.466, -0.387, -0.209, -0.138, -0.102, -0.091, -0.143, -0.399, -0.144, -0.097, -0.103, -0.091, -0.133, 1.425, -0.393, -0.139, -0.097, -0.097, -0.082, -0.164, -0.387, -0.152, -0.081, -0.096, -0.098, -0.179, 0.035, 0.028, 0.094, -0.011, 0.038, -0.001, 0.086, 0.098, 0.099, 0.100, 0.046, 0.075, 0.099, 0.097, 0.100, 0.075, 0.084, 0.098, 0.099, 0.103, 0.082, 0.064, 0.104, 0.100, 0.099, 0.036, 0.171, 0.705, -0.941, 0.659, -0.795, -0.047, -0.280, 0.075, -0.075, -0.074, -0.073, -0.201, -0.150, -0.105, -0.073, -0.032, -0.165, -0.033, 0.103, 0.108, 0.060, 0.064, 0.105, 0.113, 0.111, 0.790, -0.854, -0.105, -0.195, 0.970, -0.288, -0.102, -0.081, -0.080, -0.076, -0.103, -0.281, -0.099, -0.083, -0.082, -0.073, -0.113, -0.268, -0.131, -0.084, -0.076, -0.077, -0.097, 0.106, 0.104, 0.104, 0.100, 0.066, 0.079, 0.106, 0.108, 0.111, 0.106, 0.093, 0.110, 0.106, 0.106, 0.078]
}

=====

no.,E (eV)
1,-128799.917
2,-10745.689
3,-82585.187
4,-187750.047